Model P:
Molecular formula: C3H7BrS
Method: DFT, the ωB97M-V functional and the def2-TZVPD basis

Output
* gap between HOMO and LUMO: 8.57 eV
* LUMO energy: -0.05 eV
* total charge: 0

CARTESIAN COORDINATES (ANGSTROEM)
H  0.117  -0.627  1.009
S  -2.212  -0.354  1.077
H  -1.342  0.137  -1.561
Br  0.552  1.362  3.438
C  -0.756  -0.460  0.386
H  1.651  -0.292  -1.011
H  -0.512  -1.414  -1.453
C  -0.514  -0.383  -1.076
H  0.861  1.288  -1.067
H  0.395  0.194  4.209
C  0.822  0.267  -1.436
H  0.938  0.283  -2.515

***

Model Q:
Molecular formula: C3H7BrS
Method: DFT, the ωB97M-V functional and the def2-TZVPD basis

Output
* gap between HOMO and LUMO: 9.60 eV
* LUMO energy: 0.73 eV
* total charge: 0

CARTESIAN COORDINATES (ANGSTROEM)
C  -0.447  -1.846  -0.635
H  -0.208  -0.577  1.338
C  0.591  2.106  0.119
Br  -2.179  0.403  -0.233
H  1.526  2.660  0.138
H  -1.262  -2.427  -0.206
H  -0.579  -1.800  -1.716
H  -0.165  2.663  -0.435
S  0.917  0.532  -0.716
H  0.254  1.902  1.134
H  0.497  -2.344  -0.421
C  -0.429  -0.456  -0.059

***

Which one sits at the top of the stability order? model P does.

***

Model P:
Molecular formula: C27H44N6O4ReS
Method: DFT, the ωB97M-V functional and the def2-TZVPD basis

Output
* spin multiplicity: 4
* gap between HOMO and LUMO (alpha / beta): 8.19 / 6.69 eV
* LUMO energy (alpha / beta): -5.21 / -6.92 eV
* total charge: +2

CARTESIAN COORDINATES (ANGSTROEM)
H  -2.272  4.538  0.630
H  -3.642  -1.013  -1.233
H  -4.958  -1.960  2.057
C  1.898  3.620  -0.025
C  3.062  -3.214  1.577
N  -0.849  -2.955  -2.445
H  3.154  -3.796  2.483
C  -2.039  2.766  -2.369
H  5.389  -0.724  -1.382
S  -1.521  0.253  2.795
C  4.599  -0.055  -1.720
H  0.741  5.366  -0.688
N  -0.705  -1.111  -1.306
C  -0.219  3.380  -0.766
H  4.181  -4.613  0.404
C  -1.584  5.145  -1.894
H  -3.143  1.176  -0.688
C  -3.606  -0.774  -0.170
Re  -0.529  0.308  0.275
N  -2.833  0.486  -0.012
H  0.878  -2.275  4.709
O  -2.948  0.592  2.746
N  1.516  -0.006  0.380
H  1.860  0.858  -1.979
C  3.296  -0.823  -1.992
C  2.267  -1.256  0.419
H  3.897  -1.503  3.829
C  -0.235  -3.291  -0.067
H  -0.822  5.235  -2.668
H  -4.398  -0.412  2.355
H  -1.413  -2.122  -4.355
H  -1.831  1.735  -2.099
H  -3.106  2.882  -2.571
C  3.060  -0.819  3.682
C  2.267  0.092  -2.637
O  -1.008  -0.004  4.081
H  1.450  -0.483  -3.052
C  3.616  -2.880  -0.715
C  1.376  -2.674  3.834
O  -1.290  -0.908  1.776
H  -0.921  -4.138  -0.017
H  -3.057  -1.575  0.327
H  -5.507  0.234  0.164
C  -1.084  -0.803  -2.609
H  2.188  -3.312  4.186
H  1.116  -0.793  2.843
H  -0.794  -3.937  -2.670
C  -5.044  -0.733  0.356
H  -2.538  2.819  0.491
N  -5.125  -0.978  1.835
H  4.938  0.445  -2.627
C  2.372  -2.007  1.613
H  -5.646  -1.499  -0.129
H  -1.212  0.210  -2.946
H  -6.045  -0.734  2.205
H  -3.575  3.957  -0.408
H  3.528  -1.571  -2.755
C  1.530  2.274  0.012
N  0.217  2.119  -0.464
C  3.651  -3.670  0.415
H  4.146  -3.203  -1.604
C  -1.175  -1.946  -3.321
C  1.904  -1.530  2.967
H  3.425  0.038  3.113
C  -1.592  3.742  -1.275
H  -2.555  5.342  -2.350
H  4.458  0.708  -0.952
H  2.856  4.021  0.265
H  -1.415  5.917  -1.144
H  3.253  1.119  0.640
C  2.964  -1.647  -0.744
C  -2.556  3.754  -0.072
O  -0.762  1.339  2.011
H  0.661  -3.298  3.292
C  2.197  1.126  0.394
H  -1.504  2.965  -3.299
H  2.733  -0.462  4.659
C  -0.575  -2.440  -1.237
H  -3.037  0.879  0.915
H  -0.298  -2.735  0.863
H  2.745  0.609  -3.470
H  0.782  -3.678  -0.164
C  0.801  4.307  -0.508

***

Model Q:
Molecular formula: C27H44N6O4ReS
Method: DFT, the ωB97M-V functional and the def2-TZVPD basis

Output
* spin multiplicity: 4
* gap between HOMO and LUMO (alpha / beta): 6.60 / 5.93 eV
* LUMO energy (alpha / beta): -5.77 / -5.77 eV
* total charge: +2

CARTESIAN COORDINATES (ANGSTROEM)
H  -1.099  4.497  -0.943
H  -0.436  2.188  -5.054
H  -3.066  1.190  0.970
C  2.704  0.053  2.870
H  4.439  -1.138  -1.020
O  1.889  -3.112  1.376
H  -4.597  1.417  1.798
H  1.849  1.994  1.050
H  3.704  0.131  2.440
C  0.105  -0.701  -3.254
C  -3.794  -2.880  -1.350
H  -1.012  3.469  -3.420
H  -3.630  -0.749  -0.836
N  2.807  0.084  -0.581
H  -2.896  -4.791  -1.629
N  -2.788  -3.818  -1.391
N  4.741  -0.860  -3.713
C  -0.926  2.923  -2.498
N  -0.521  1.152  1.604
H  2.689  1.804  3.971
H  1.085  1.642  -4.374
H  -4.818  -3.120  -1.567
N  -0.695  1.200  -1.060
C  -0.822  2.394  -0.344
C  2.081  1.408  3.150
H  -2.616  0.594  5.637
C  -3.091  0.597  3.085
H  4.174  -1.650  -4.033
C  -1.721  0.836  3.714
C  -3.516  1.489  1.919
Re  -0.747  -0.421  0.237
C  -0.748  1.539  -2.378
H  -3.056  -1.522  3.600
H  -0.422  -4.969  -0.761
C  0.690  1.236  3.751
C  -0.973  3.463  -1.217
C  -0.512  1.071  3.047
H  -0.837  3.204  1.673
O  1.889  -0.650  1.866
O  1.197  -2.291  3.613
C  3.959  0.038  -2.774
C  2.269  2.372  1.980
H  -2.717  -1.197  1.899
H  0.082  -3.938  -2.102
H  -2.613  1.132  -4.331
H  0.397  -3.443  -0.428
H  3.335  2.563  1.833
C  -1.625  -3.235  -1.061
C  -0.521  0.937  5.822
C  -2.065  0.238  -4.038
H  4.605  0.888  -2.554
N  -1.838  -1.952  -0.801
C  0.095  1.308  -4.698
C  -3.316  -0.880  2.758
H  -2.019  -0.431  -4.899
C  -0.650  0.594  -3.560
H  1.576  1.309  5.697
H  3.325  0.901  -0.272
H  1.920  0.405  -0.972
H  -4.363  -1.051  2.508
C  0.657  1.170  5.140
H  -0.530  0.891  6.902
H  1.046  -0.513  -2.729
C  -0.731  2.318  1.053
H  -2.627  -0.263  -3.250
H  5.575  -1.245  -3.258
C  3.556  -0.733  -1.521
C  -0.316  -3.935  -1.085
C  -1.689  0.773  5.107
C  -3.197  -1.722  -0.990
H  2.255  -0.574  0.926
H  -3.284  2.540  2.097
H  2.731  -0.591  3.746
H  0.325  -1.215  -4.192
S  1.106  -2.263  2.204
H  3.091  0.384  -3.337
H  5.055  -0.352  -4.546
H  -3.784  0.835  3.897
H  0.209  0.632  -5.546
H  -0.473  -1.378  -2.632
H  1.799  3.333  2.181
O  -0.240  -1.968  1.674
H  2.927  -1.584  -1.799

***

Which one sits at the top of the stability order? model P does.

***

Model P:
Molecular formula: C3H5N3O
Method: DFT, the ωB97M-V functional and the def2-TZVPD basis

Output
* gap between HOMO and LUMO: 9.96 eV
* LUMO energy: 0.52 eV
* total charge: 0

CARTESIAN COORDINATES (ANGSTROEM)
H  0.514  1.110  -0.766
C  1.101  0.922  0.158
N  -1.003  -1.368  -0.541
H  1.049  1.846  0.733
H  -2.249  0.338  -0.919
C  -1.690  -0.245  -0.212
H  -1.265  -2.114  -1.169
N  -1.050  0.417  0.709
H  2.340  -0.322  -0.516
C  0.178  -0.177  0.696
N  0.220  -1.334  0.029
O  2.405  0.568  -0.142

***

Model Q:
Molecular formula: C3H5N3O
Method: DFT, the ωB97M-V functional and the def2-TZVPD basis

Output
* gap between HOMO and LUMO: 8.85 eV
* LUMO energy: 0.70 eV
* total charge: 0

CARTESIAN COORDINATES (ANGSTROEM)
N  2.031  0.984  -0.544
C  1.303  -1.107  -0.415
H  2.902  1.453  -0.279
C  -0.123  0.800  0.108
O  -1.374  0.926  0.296
H  1.231  -2.206  -0.350
H  -2.965  -0.049  -0.065
N  0.856  1.544  -0.061
H  -1.425  -1.163  0.051
N  2.191  -0.307  -0.694
H  -2.504  -0.574  1.443
C  -2.124  -0.301  0.510

***

Which one sits at the top of the stability order? model P does.

***

Model P:
Molecular formula: C3H5N3O
Method: DFT, the ωB97M-V functional and the def2-TZVPD basis

Output
* gap between HOMO and LUMO: 10.57 eV
* LUMO energy: 0.70 eV
* total charge: 0

CARTESIAN COORDINATES (ANGSTROEM)
H  -1.396  -1.672  -0.275
H  0.423  1.811  0.120
C  -0.921  -0.777  0.262
O  1.636  -1.174  -0.194
N  2.811  -0.347  -0.089
H  -1.037  -0.990  1.313
N  -1.566  0.536  -0.143
N  2.457  0.886  0.152
H  -2.661  0.439  -0.172
C  1.063  0.901  0.067
C  0.562  -0.386  0.027
H  -1.373  0.773  -1.067

***

Model Q:
Molecular formula: C3H5N3O
Method: DFT, the ωB97M-V functional and the def2-TZVPD basis

Output
* gap between HOMO and LUMO: 9.62 eV
* LUMO energy: -0.15 eV
* total charge: 0

CARTESIAN COORDINATES (ANGSTROEM)
N  -1.190  0.148  -0.129
C  -2.452  0.157  0.055
N  1.393  1.206  0.046
H  2.092  1.902  -0.114
O  2.890  -0.512  -0.004
N  -0.645  -1.154  -0.063
C  0.642  -1.168  0.007
H  -3.009  -0.780  0.275
C  1.751  -0.090  0.006
H  1.128  -2.166  0.042
H  -2.997  1.070  0.037
H  0.398  1.387  -0.156

***

Which one sits at the top of the stability order? model Q does.

***

Model P:
Molecular formula: C3H5N3O
Method: DFT, the ωB97M-V functional and the def2-TZVPD basis

Output
* gap between HOMO and LUMO: 8.58 eV
* LUMO energy: 0.92 eV
* total charge: 0

CARTESIAN COORDINATES (ANGSTROEM)
N  0.068  0.154  -1.440
O  1.284  -0.498  0.174
H  0.428  -0.924  2.335
C  -0.647  0.218  -0.385
H  -2.568  0.277  -1.001
N  -1.915  0.618  -0.257
N  0.255  -0.068  2.001
H  -2.162  1.603  -0.194
C  0.164  -0.078  0.707
C  1.141  -0.390  -1.177
H  1.944  -0.504  -1.975
H  -0.708  0.101  2.439

***

Model Q:
Molecular formula: C3H5N3O
Method: DFT, the ωB97M-V functional and the def2-TZVPD basis

Output
* gap between HOMO and LUMO: 9.13 eV
* LUMO energy: 0.28 eV
* total charge: 0

CARTESIAN COORDINATES (ANGSTROEM)
C  0.236  0.169  1.419
H  -0.781  -1.560  0.804
H  0.932  -0.503  -0.713
H  0.668  2.227  0.928
N  0.072  1.426  0.792
C  0.031  -0.635  -1.439
H  -0.122  -1.705  -1.576
N  -0.507  1.316  -0.423
H  0.144  -0.096  -2.383
N  -0.772  -0.551  0.772
O  0.990  -0.151  2.303
C  -0.893  0.062  -0.483

***

Which one sits at the top of the stability order? model P does.

***

Model P:
Molecular formula: C3H5N3O
Method: DFT, the ωB97M-V functional and the def2-TZVPD basis

Output
* gap between HOMO and LUMO (alpha / beta): 8.00 / 8.00 eV
* LUMO energy (alpha / beta): -0.96 / -0.96 eV
* total charge: 0

CARTESIAN COORDINATES (ANGSTROEM)
O  -1.041  -1.563  1.182
H  0.206  -2.450  -0.877
H  0.774  2.080  -0.075
H  2.134  -0.189  -0.249
H  1.362  -0.198  1.383
N  0.463  1.119  -0.043
C  -0.481  -1.007  0.257
N  -1.949  1.029  -0.340
N  0.200  -1.425  -0.828
C  -0.797  0.651  -0.108
H  -2.085  1.998  -0.617
C  1.214  -0.044  0.315

***

Model Q:
Molecular formula: C3H5N3O
Method: DFT, the ωB97M-V functional and the def2-TZVPD basis

Output
* gap between HOMO and LUMO: 9.15 eV
* LUMO energy: 0.69 eV
* total charge: 0

CARTESIAN COORDINATES (ANGSTROEM)
C  1.152  0.472  0.050
H  1.493  -1.316  1.153
H  -0.004  2.085  -0.855
H  -0.538  -2.327  1.049
H  -1.979  0.611  -1.135
N  0.862  -0.738  0.622
H  -0.523  1.458  0.620
N  -1.196  -1.040  -0.403
O  2.247  0.864  -0.308
C  -0.153  1.132  -0.293
N  -1.038  0.197  -0.971
C  -0.323  -1.398  0.473

***

Which one sits at the top of the stability order? model Q does.